Record 1
{"formula": "C3H4N2", "method": "the ωB97M-V functional and the def2-TZVPD basis", "species": ["N", "H", "N", "H", "C", "C", "H", "H", "C"], "xyz": [[0.247, -0.349, 1.142], [1.670, -0.150, -0.523], [-1.296, 2.297, -0.902], [-1.403, -0.641, -0.193], [-0.521, -0.025, -0.057], [0.801, -0.692, -0.159], [0.780, -1.750, -0.404], [0.711, 0.470, 1.526], [-0.823, 1.318, -0.507]], "charge": 0, "homo_lumo_gap_ev": 11.2, "homo_ev": -10.335, "e_lumo_ev": 0.8, "e_tot_ev": -6154.295, "e_above_lowest_kcal_mol": 37.04}

***

Record 2
{"formula": "C3H3FHgO4", "method": "the ωB97M-V functional and the def2-TZVPD basis", "species": ["H", "Hg", "O", "O", "O", "C", "F", "H", "O", "C", "H", "C"], "xyz": [[-3.034, 1.405, 1.124], [3.403, 1.136, -0.603], [0.933, 0.309, -1.605], [1.883, -0.041, -0.696], [-1.409, 0.576, 0.192], [-3.402, -0.628, 0.601], [-5.352, 0.365, 0.664], [-2.852, -1.582, 0.631], [-4.627, -0.818, 0.763], [-0.166, 0.570, -1.873], [-3.199, 1.126, -0.592], [-2.751, 0.681, 0.326]], "charge": 3, "homo_lumo_gap_ev": [7.1, 6.4], "homo_ev": [-23.966, -23.333], "e_lumo_ev": [-16.9, -16.9], "e_tot_ev": -18191.427, "e_above_lowest_kcal_mol": 8.87, "s2": 0.75, "spin_multiplicity": 2}

***

Record 3
{"formula": "C2H6N2", "method": "the ωB97M-V functional and the def2-TZVPD basis", "species": ["H", "N", "C", "N", "H", "H", "H", "C", "H", "H"], "xyz": [[-0.996, 0.316, 1.543], [-0.137, 0.251, -1.526], [0.818, -0.293, 0.791], [-0.336, 0.603, 0.818], [1.764, 0.146, 0.501], [0.867, -1.052, 1.561], [-1.058, 0.479, -1.896], [-0.276, -0.381, -0.234], [0.306, 1.160, -1.383], [-0.953, -1.228, -0.173]], "charge": 0, "homo_lumo_gap_ev": 10.4, "homo_ev": -9.251, "e_lumo_ev": 1.2, "e_tot_ev": -5150.179, "e_above_lowest_kcal_mol": 40.14}

***

Record 4
{"formula": "C15H30ClO2P2Ti", "method": "the ωB97M-V functional and the def2-TZVPD basis", "species": ["C", "O", "H", "H", "H", "H", "H", "H", "H", "H", "C", "H", "H", "H", "H", "H", "H", "C", "C", "H", "C", "H", "H", "H", "C", "H", "Ti", "C", "H", "C", "H", "C", "H", "Cl", "H", "C", "H", "H", "H", "H", "C", "C", "C", "C", "P", "H", "H", "O", "C", "P", "H"], "xyz": [[1.558, -0.272, 1.601], [-2.849, -1.648, 1.361], [2.456, -1.403, -0.664], [0.452, -0.899, -4.177], [2.560, -0.757, -2.326], [-2.907, 2.944, 2.164], [0.486, 3.341, 0.064], [-1.977, 1.505, 2.711], [-1.892, 3.512, -1.522], [3.763, 0.118, 4.136], [0.780, -0.005, 0.684], [-3.427, 1.288, 1.696], [2.280, -2.770, 2.265], [0.268, -3.544, -0.278], [0.471, 2.549, 1.650], [-1.143, -3.507, -1.384], [-2.425, 1.237, -5.225], [-2.566, 1.938, 1.894], [-2.079, -1.101, 0.680], [3.966, 0.584, 2.435], [2.251, -0.669, 2.798], [2.681, -2.539, -2.056], [2.717, 1.348, 3.396], [-3.101, 2.424, -4.070], [-0.050, -3.412, -1.321], [3.723, -1.897, 1.771], [-0.826, -0.162, -0.508], [1.219, -0.893, 3.902], [-2.826, 4.026, -0.096], [-2.494, 3.159, -0.678], [0.464, -1.613, 3.581], [-1.893, 0.767, -3.218], [0.790, -2.641, -4.094], [-0.361, 1.602, -3.045], [3.487, -2.305, 3.486], [3.240, 0.406, 3.222], [-3.376, 2.646, -1.068], [1.710, -1.267, 4.808], [-0.522, 4.024, 1.378], [0.435, -4.151, -1.974], [-2.848, 1.343, -4.205], [2.984, -1.988, 2.566], [0.168, -1.837, -3.687], [-0.142, 3.098, 0.928], [-1.535, 2.045, 0.402], [-3.837, 0.839, -4.265], [-0.880, -2.051, -3.920], [-2.278, -0.064, -2.326], [2.211, -1.606, -1.717], [0.421, -1.774, -1.895], [0.690, 0.033, 4.140]], "charge": 2, "homo_lumo_gap_ev": [7.0, 7.5], "homo_ev": [-15.424, -15.655], "e_lumo_ev": [-8.4, -8.2], "e_tot_ev": -74335.950, "s2": 0.76, "spin_multiplicity": 2}

***

Record 5
{"formula": "C25H41N3P2Sn", "method": "the ωB97M-V functional and the def2-TZVPD basis", "species": ["N", "H", "H", "H", "P", "H", "N", "H", "C", "H", "H", "C", "Sn", "H", "C", "C", "H", "H", "C", "H", "C", "H", "C", "H", "H", "C", "C", "C", "C", "C", "C", "H", "H", "C", "H", "H", "C", "C", "C", "H", "H", "H", "H", "H", "H", "H", "H", "C", "C", "C", "H", "C", "P", "H", "C", "H", "C", "H", "H", "H", "C", "H", "H", "C", "N", "H", "H", "H", "H", "H", "H", "H"], "xyz": [[-6.859, 1.864, 4.195], [0.366, 3.093, -5.865], [2.494, 0.582, -5.886], [-1.340, 3.935, 4.865], [0.393, -1.815, -3.665], [-0.359, -2.396, -1.496], [-3.510, 1.975, 1.065], [1.654, 4.001, 3.249], [-0.777, -0.292, -1.323], [1.326, -2.634, -1.404], [-3.039, 0.703, 4.676], [1.848, -1.995, -0.670], [-1.828, 2.889, -0.042], [2.338, -3.254, -3.562], [0.483, -1.322, 4.734], [0.598, 2.123, 3.298], [2.127, -1.770, 1.466], [-0.467, -1.832, 4.939], [1.177, 0.845, 3.494], [-1.249, 0.429, -0.618], [-2.117, 0.459, 5.231], [3.010, 0.537, -4.160], [2.405, 1.071, -4.901], [-0.661, -4.004, -3.745], [2.912, -2.248, -0.850], [1.729, -0.532, -0.988], [2.505, 0.436, 2.993], [0.671, 0.100, -1.504], [-1.579, 3.299, 3.996], [0.048, -0.457, -4.865], [-0.652, -3.127, -4.409], [-1.057, -0.391, -4.959], [-0.247, -3.404, -5.395], [0.255, 0.050, 4.246], [2.696, -0.005, -0.993], [2.581, 0.601, 1.904], [0.124, -2.319, 1.241], [-4.235, 1.630, 1.955], [-1.054, -1.763, -0.938], [0.874, 1.063, -2.038], [1.042, -1.925, 4.005], [1.070, -1.336, 5.669], [1.980, -2.774, -5.245], [-1.680, -2.750, -4.519], [-2.123, -0.617, 5.448], [-2.175, 0.983, 6.201], [0.005, -2.403, 2.322], [-5.914, 1.537, 3.570], [2.044, -2.420, -4.209], [-0.982, -2.185, 0.500], [-1.507, 3.916, 3.088], [1.533, -2.400, 0.787], [0.641, 1.222, -4.345], [2.807, -1.646, -4.127], [1.185, 3.267, 2.569], [1.918, -3.426, 0.888], [-0.905, 0.850, 4.491], [-1.086, 2.066, -5.808], [-1.946, -2.111, 1.008], [2.807, 2.090, -4.978], [0.010, 2.057, -5.850], [-1.281, -0.191, -2.302], [-2.072, -2.032, -1.276], [-0.677, 2.127, 3.922], [-4.860, 1.073, 2.922], [-2.626, 2.993, 4.111], [1.965, 2.930, 1.872], [3.323, 1.010, 3.464], [0.336, 1.540, -6.768], [2.692, -0.628, 3.183], [0.475, -0.745, -5.855], [0.417, 3.803, 1.992]], "charge": 2, "homo_lumo_gap_ev": [3.0, 3.1], "homo_ev": [-12.254, -12.254], "e_lumo_ev": [-9.2, -9.2], "e_tot_ev": -55447.340, "e_above_lowest_kcal_mol": 0.00}

***

Record 6
{"formula": "C11H24F6O9V", "method": "the ωB97M-V functional and the def2-TZVPD basis", "species": ["C", "H", "H", "V", "O", "H", "H", "O", "C", "O", "H", "H", "C", "O", "F", "C", "F", "F", "F", "C", "H", "O", "H", "H", "H", "C", "H", "C", "O", "C", "H", "H", "H", "O", "H", "C", "O", "H", "H", "H", "C", "H", "H", "C", "O", "H", "H", "F", "H", "H", "F"], "xyz": [[1.102, 0.238, 2.984], [4.051, 1.581, -1.090], [4.979, 1.479, -3.068], [-0.869, -0.020, -0.136], [5.203, -1.735, 1.188], [-2.986, 2.838, 1.415], [1.037, -0.617, 2.311], [-2.194, -1.616, -1.153], [-3.387, -2.181, -0.589], [-0.079, 2.236, -0.774], [-3.440, -0.730, -2.593], [-3.003, 1.232, 2.123], [-3.396, 1.834, 1.304], [0.608, -0.603, -0.389], [-0.053, 5.067, -0.135], [4.024, 0.673, -1.692], [-0.986, -2.803, -3.557], [-3.103, -3.291, -3.356], [-2.472, -1.817, -4.782], [3.861, -2.121, 1.405], [3.731, -3.181, 1.187], [-2.875, 1.304, 0.133], [1.627, 2.539, 0.062], [3.187, -1.539, 0.777], [4.917, 0.133, -1.375], [-2.188, -2.300, -3.526], [2.434, 1.369, 1.760], [1.464, 1.516, 2.237], [0.375, 1.719, 1.342], [0.389, 4.271, 0.819], [1.544, 2.377, 2.901], [-3.019, 1.921, -0.588], [-3.390, -1.778, 0.424], [-1.319, -0.766, 1.181], [-4.474, 1.993, 1.321], [0.585, 2.725, 0.320], [4.191, 0.930, -3.046], [3.604, -2.029, 2.460], [1.769, 0.109, 3.836], [-2.259, -4.186, -0.778], [-2.413, -1.087, -2.531], [-4.018, -4.284, -0.614], [-3.016, -3.964, 0.727], [-3.133, -3.716, -0.328], [-1.580, 0.055, -2.359], [5.223, -1.712, 0.228], [3.031, 0.232, -1.615], [1.516, 4.864, 1.296], [0.079, 0.305, 3.356], [-4.426, -1.968, -0.841], [-0.451, 4.502, 1.815]], "charge": -1, "homo_lumo_gap_ev": 8.1, "homo_ev": -5.314, "e_lumo_ev": 2.8, "e_tot_ev": -72215.343, "e_above_lowest_kcal_mol": 0.00}